a) # C3H7NO

A molecular structure, C3H7NO (wB97M-V/def2-TZVPD, the Open Molecules 2025 dataset).

The orbital gap is 10.09 eV. The highest occupied orbital energy is -9.4 eV. The value obtained for the LUMO energy is 0.70 eV.

Geometry (Å):
C -0.2237 1.5296 -0.0067
C 0.4230 -0.9078 0.5790
C -0.3306 -1.4123 -0.7383
H -0.1623 1.2187 -1.1908
H 0.3349 2.8024 0.2929
H -1.3657 1.5101 0.5686
H 1.2635 0.7506 1.3700
H -1.4265 -1.2517 -0.4991
H 0.0077 -0.7630 -1.5754
H 0.0231 -2.4044 -0.9758
N 0.6751 0.4861 0.6128
O 0.7815 -1.5582 1.5627

=====

b) # C3H7NO

A single C3H7NO molecule (wB97M-V/def2-TZVPD, the Open Molecules 2025 dataset).

The orbital gap is 11.05 eV. The highest occupied orbital energy is -10.0 eV. Its structure (SMILES) is [H]/N=C(\C)OC. The value obtained for the LUMO energy is 1.03 eV.

Geometry (Å):
C 1.9287 0.0705 0.2472
O 0.7381 -0.5531 -0.2211
C -0.4135 0.0676 0.1015
C -1.5692 -0.5472 -0.6432
N -0.4301 1.0363 0.9226
H 2.0870 1.0077 -0.2969
H 1.8670 0.2931 1.3145
H 2.7379 -0.6306 0.0374
H -1.2808 -0.7199 -1.6839
H -2.4375 0.1151 -0.6168
H -1.8465 -1.5131 -0.2089
H -1.3810 1.3736 1.0476

=====

c) # C3H7NO

2 unconnected molecules or ions with the total composition C3H7NO (wB97M-V/def2-TZVPD, the Open Molecules 2025 dataset).

The orbital gap is 10.31 eV. The highest occupied orbital energy is -9.3 eV. Its structure (SMILES) is C1CO1.C=N. The value obtained for the LUMO energy is 1.00 eV.

Geometry (Å):
C -1.9759 1.8839 -0.0485
O 0.8812 -0.1019 -0.0052
N -1.2220 1.6430 -1.0136
H -0.3128 1.1208 -0.7688
H -2.9524 2.3168 -0.2561
H -1.7485 1.6894 1.0061
C 0.5757 -1.4666 -0.1866
C 1.8035 -1.1069 0.5132
H 2.7520 -1.1702 -0.0072
H -0.2755 -1.8158 0.3866
H 0.6299 -1.8117 -1.2134
H 1.8449 -1.1808 1.5932

=====

d) # C3H7NO

2 unconnected molecules or ions with the total composition C3H7NO (wB97M-V/def2-TZVPD, the Open Molecules 2025 dataset).

The orbital gap is 12.10 eV. The highest occupied orbital energy is -11.8 eV. Its structure (SMILES) is CCC#N.O. The value obtained for the LUMO energy is 0.34 eV.

Geometry (Å):
N 3.1349 0.4385 -0.2215
C 2.0424 0.3100 0.0890
C 0.6016 -1.3244 1.1716
C 0.6497 0.0064 0.4242
H 1.4330 -1.3990 1.8926
H 0.6920 -2.1484 0.4439
H -0.3494 -1.4405 1.7181
H 0.2658 0.7739 1.1235
H -0.0041 0.0079 -0.4691
O -2.8557 1.9463 -2.2425
H -3.2122 1.6912 -1.3615
H -2.3982 1.1383 -2.5684

=====

Most stable structure - b); separation to the second - 0.194 eV.